The following is a quantum chemistry calculation of C4H9FN2O in the gas phase at a distorted geometry, from the Open Molecules 2025 dataset.

The energy relative to the best compared isomer or geometry (same formula, charge and spin) is 1.7058 eV. The calculation puts the LUMO energy at 0.84 eV. Its highest occupied orbital energy is -9.663 eV. For the frontier orbital gap, the calculation gives 10.503 eV. As for the molar mass: 120.1 g mol⁻¹. The value obtained for the total energy is -442.33966 Eh.

Geometry as XYZ:
```
17
C4H9FN2O, DFT the ωB97M-V functional and the def2-TZVPD basis
C -2.62656 -0.52520 -0.61989
C 0.36438 0.83214 0.03795
C 0.89190 -0.55996 -0.32539
C 0.99399 -1.53670 0.81158
H -3.12486 0.42164 -0.97048
H -3.34666 -1.26320 -0.16328
H -2.00587 -0.97950 -1.38582
H -1.18183 1.67648 0.90276
H 2.02312 1.44835 -0.09313
H 0.29978 -0.99576 -1.13181
H -0.09894 -1.75032 1.11442
H 1.44670 -1.04723 1.72955
H 1.53410 -2.43192 0.49969
N -1.01585 1.00302 0.13634
N 1.11052 1.85877 0.21338
O -1.80410 -0.13013 0.49501
F 2.27582 -0.37019 -0.70395
```

=====

The following is a quantum chemistry calculation of C2H4ClPS2 in the gas phase at a distorted geometry, from the Open Molecules 2025 dataset.

The energy relative to the best compared isomer or geometry (same formula, charge and spin) is 0.3357 eV. The calculation puts the LUMO energy at 0.53 eV. Its highest occupied orbital energy is -8.319 eV. For the frontier orbital gap, the calculation gives 8.850 eV. As for the molar mass: 158.6 g mol⁻¹. The value obtained for the total energy is -1676.53917 Eh.

Geometry as XYZ:
```
10
C2H4ClPS2, DFT the ωB97M-V functional and the def2-TZVPD basis
C -0.74599 -0.09795 0.52957
C -0.07950 1.09222 -0.48219
P 0.16561 -1.66377 0.63765
S 1.69457 0.69825 -0.78058
S 2.09615 -0.86207 0.50189
Cl -0.01330 -2.41022 -1.19222
H -0.81318 0.23693 1.58954
H -1.77776 -0.35242 0.31323
H -0.45240 1.49804 -1.44779
H -0.07420 1.86098 0.33088
```

=====

The following is a quantum chemistry calculation of a molecular structure, C6H10O, from the Open Molecules 2025 dataset.

The energy relative to the best compared isomer or geometry (same formula, charge and spin) is 4.3018 eV. The calculation puts the LUMO energy at -0.04 eV. Its highest occupied orbital energy is -8.876 eV. For the frontier orbital gap, the calculation gives 8.833 eV. As for the molar mass: 98.1 g mol⁻¹. The value obtained for the total energy is -309.68428 Eh.

Geometry as XYZ:
```
17
C6H10O, DFT the ωB97M-V functional and the def2-TZVPD basis
C -0.37837 -1.78882 0.90495
C -0.00468 -0.45314 0.29967
C -0.99788 0.69112 0.47816
C -0.62890 1.68199 -0.63445
C 0.35156 -0.53016 -1.19387
C 1.70432 -0.12349 -0.68880
O 1.33414 -0.02580 0.68847
H -0.37094 -1.71888 1.99673
H -1.37446 -2.09362 0.56826
H 0.34047 -2.55760 0.60165
H -2.01714 0.31692 0.32487
H -0.94746 1.11488 1.49295
H 0.27101 2.25072 -0.38221
H -1.43096 2.35726 -0.94250
H -0.41052 1.07496 -1.52450
H 2.18561 0.78173 -1.09162
H 2.37419 -0.97808 -0.89776
```

=====

The following is a quantum chemistry calculation of 2 unconnected molecules or ions with the total composition C5H8O, from the Open Molecules 2025 dataset.

The energy relative to the best compared isomer or geometry (same formula, charge and spin) is 3.4078 eV. The calculation puts the LUMO energy at 0.93 eV. Its highest occupied orbital energy is -9.854 eV. For the frontier orbital gap, the calculation gives 10.781 eV. As for the molar mass: 84.1 g mol⁻¹. The value obtained for the total energy is -270.43266 Eh.

Geometry as XYZ:
```
14
C5H8O, DFT the ωB97M-V functional and the def2-TZVPD basis
O -0.69687 2.25389 0.44688
C -1.03450 1.09041 0.45081
C -1.00621 -1.34459 -0.59151
C 0.33746 -1.21319 0.01728
C 0.92828 -0.21996 -0.93113
C -0.42145 0.02041 -0.33888
H 1.34954 1.97993 1.33727
H -1.89075 0.75668 1.07433
H -1.11233 -1.65333 -1.63454
H -1.82168 -1.64383 0.06736
H 0.70240 -1.56474 0.97391
H 1.00801 -0.47154 -1.99143
H 1.74886 0.38571 -0.55729
H 1.90924 1.62415 1.67694
```

=====

The following is a quantum chemistry calculation of a gas-phase ion, C5H6N2OP (charge +1) at a distorted geometry, from the Open Molecules 2025 dataset.

The energy relative to the best compared isomer or geometry (same formula, charge and spin) is 1.7445 eV. As for the spin multiplicity: 3. The calculation puts the LUMO energy (alpha / beta) at -4.98 / -5.84 eV. Its highest occupied orbital energy (alpha / beta) is -10.978 / -13.059 eV. Its total charge is +1. For the frontier orbital gap (alpha / beta), the calculation gives 5.996 / 7.221 eV. As for the molar mass: 141.1 g mol⁻¹. The value obtained for the total energy is -719.69727 Eh.

Geometry as XYZ:
```
15
C5H6N2OP, DFT the ωB97M-V functional and the def2-TZVPD basis
C -2.06517 0.49971 0.03824
C -2.97347 -0.48941 -1.95828
C -0.93406 -0.44572 0.43423
C -0.38622 -1.37948 -1.98441
C -0.04608 -0.85284 -0.67230
N -2.73588 0.26623 -1.02161
N 1.21528 0.10536 -0.69540
O 0.30584 -2.13158 -1.08428
P -1.91237 -1.57231 -2.82198
H -2.45102 1.12165 0.76766
H -0.27890 0.17170 1.15508
H -1.27000 -1.41778 0.95896
H 0.95187 0.97268 -0.24051
H 1.77756 0.10467 -1.65187
H 1.95402 -0.22858 -0.01807
```

=====

The following is a quantum chemistry calculation of a molecular structure, C37H85N3O15PV2 at a distorted geometry, from the Open Molecules 2025 dataset.

As for the spin multiplicity: 3. The calculation puts the LUMO energy (alpha / beta) at 2.00 / 1.98 eV. Its highest occupied orbital energy (alpha / beta) is -5.473 / -5.840 eV. Its total charge is -1. For the frontier orbital gap (alpha / beta), the calculation gives 7.468 / 7.823 eV. As for the molar mass: 945.0 g mol⁻¹. The value obtained for the total energy is -4983.04846 Eh.

Geometry as XYZ:
```
143
C37H85N3O15PV2, DFT the ωB97M-V functional and the def2-TZVPD basis
O -0.99669 5.25393 4.24376
V 0.03716 4.52703 3.45379
O -2.10293 5.45157 -1.02476
V -0.67672 5.15292 -0.31866
O 0.75702 4.55605 -1.21922
C 0.88897 3.12535 -1.42561
C 0.34694 2.59721 -0.08640
O -0.89946 3.26133 0.23683
H 1.93078 2.82224 -1.63347
H 0.20176 2.88052 -2.25915
H 1.19616 2.82233 0.59944
H 0.26171 1.51258 -0.12775
P 2.66532 3.41744 4.28040
O 1.85235 4.75479 4.19018
O 1.90232 2.22536 3.80966
O 3.98689 3.62270 4.78079
O -0.18177 5.63195 1.71749
C 5.74724 2.41334 -5.65833
C 4.72878 3.47721 -5.14330
O 3.42202 2.98035 -5.36773
H 5.25812 1.50312 -5.26351
H 6.77133 2.51953 -5.26985
H 5.71655 2.35117 -6.75754
H 4.93092 4.40961 -5.63014
H 4.88121 3.69942 -4.08678
H 2.82524 3.75452 -5.28841
C -2.08408 0.69657 2.23891
C -1.28677 1.63723 3.18807
O -0.98251 3.01153 2.66919
H -2.51464 -0.10193 2.83354
H -1.28806 0.28980 1.61369
H -2.75713 1.25247 1.53387
H -0.25878 1.28507 3.38374
H -1.80596 1.84452 4.12020
H -0.88207 3.03796 1.67200
C -5.23604 5.61651 1.24902
C -4.04372 4.60479 1.34572
O -3.98106 3.72558 0.29133
H -5.03179 6.40876 1.99299
H -6.18486 5.12120 1.45369
H -5.16732 6.20707 0.31672
H -4.08486 4.14855 2.35340
H -3.15979 5.24756 1.26159
H -3.46878 4.16641 -0.36886
C 6.55281 3.89228 0.58671
C 5.82844 3.89013 1.87444
O 5.95485 5.22159 2.37527
H 6.28420 2.96056 0.07850
H 7.63527 4.15841 0.68240
H 6.06041 4.63587 -0.06663
H 6.20013 3.14964 2.59311
H 4.78106 3.66889 1.77331
H 5.63023 5.20738 3.27618
C 1.63096 -4.80396 2.80440
C 2.38903 -4.24226 3.95169
C 3.93057 -4.58373 3.87719
C 4.70474 -3.89498 2.76687
C 4.60512 -2.37934 2.96044
C 3.15356 -1.95232 3.09315
N 2.46631 -2.77923 4.10061
O 1.06671 -2.32502 4.08009
C 3.07797 -0.47948 3.59830
C 2.56157 -2.02621 1.61060
C 1.84469 -4.76014 5.28430
H 0.58678 -4.50370 2.81843
H 1.72788 -5.86431 2.98076
H 2.12426 -4.56889 1.82834
H 4.35289 -4.19715 4.79618
H 4.08963 -5.67906 3.92123
H 4.36841 -4.12957 1.77527
H 5.71360 -4.26163 2.66135
H 5.13497 -1.85161 2.16669
H 5.12438 -2.19808 3.90484
H 2.97346 -0.38504 4.67279
H 3.94759 0.04728 3.19036
H 2.25261 0.05726 3.09163
H 1.47327 -2.25731 1.55414
H 2.79549 -1.05448 1.10395
H 3.10288 -2.82513 1.12682
H 0.75577 -4.70514 5.40048
H 2.28008 -4.10119 6.08701
H 2.29268 -5.71267 5.55537
H 0.97850 -1.69473 4.76605
C -6.32823 1.78896 0.40199
C -6.19227 0.57346 -0.49664
C -7.56194 0.45287 -1.25024
C -7.49808 -0.70368 -2.24730
C -6.40783 -0.36310 -3.24368
C -5.03884 -0.15196 -2.63248
N -5.18326 0.81825 -1.53820
O -3.93322 1.03117 -0.95854
C -4.35268 -1.46925 -2.23956
C -4.12796 0.52508 -3.67991
C -5.93029 -0.64795 0.46399
H -5.42728 2.04189 0.90845
H -7.17778 1.58331 1.06792
H -6.52623 2.70263 -0.15244
H -8.31917 0.22153 -0.49544
H -7.90840 1.34941 -1.74154
H -8.48373 -0.80598 -2.81498
H -7.36392 -1.68779 -1.71887
H -6.80590 0.53511 -3.70699
H -6.35012 -1.12911 -3.95726
H -3.41417 -1.19125 -1.72068
H -4.88578 -2.24736 -1.65571
H -4.03135 -1.94332 -3.18184
H -4.65531 1.42672 -4.04519
H -3.19377 0.88035 -3.21491
H -3.92072 -0.12421 -4.51507
H -6.05314 -1.65789 0.08401
H -6.61078 -0.53339 1.29987
H -4.93762 -0.47221 0.95097
H -3.98859 1.96596 -0.69529
C 2.32863 -5.16929 -1.29953
C 1.18951 -4.33876 -1.90890
C 0.22868 -3.88848 -0.79456
C -0.67062 -2.73637 -1.21441
C 0.10663 -1.56287 -1.81344
C 1.02503 -1.94390 -2.95871
N 1.84590 -3.07976 -2.45081
O 2.68133 -3.56103 -3.60944
C 0.25715 -2.19697 -4.24108
C 2.03358 -0.81754 -3.13831
C 0.49231 -5.15896 -2.94264
H 3.01207 -5.66119 -1.98947
H 1.97191 -5.98236 -0.57400
H 2.94180 -4.54017 -0.64462
H -0.37431 -4.75433 -0.45231
H 0.85612 -3.52718 0.06235
H -1.29889 -2.44095 -0.36651
H -1.45685 -3.14175 -1.91084
H 0.71610 -1.12462 -1.01323
H -0.61892 -0.77085 -2.15837
H -0.28929 -1.34863 -4.49908
H 0.91049 -2.35759 -5.11468
H -0.38255 -3.06694 -4.28026
H 2.81304 -1.01489 -3.89965
H 1.49237 0.03217 -3.46151
H 2.56680 -0.48132 -2.21961
H 1.12606 -5.40294 -3.81514
H -0.41949 -4.76731 -3.38011
H 0.27192 -6.15623 -2.50475
H 3.58511 -3.40339 -3.28401
```